(1)
Molecular formula: C18H19BClN2O8PdSe2
Method: DFT, ωB97M-V/def2-TZVPD

The value obtained for the energy above the lowest of the compared OMol25 structures with the same formula, charge and spin is 43.3 kcal per mole. The charge is -1. Its calculated total energy is -6824.4976 hartree.

Last column: natural (NBO) charge in e.
Positions of all 52 atoms, in Å:
Pd  -0.435  1.364  1.471  0.350
C  0.967  1.169  5.367  -0.814
Se  0.165  0.017  3.989  0.353
C  1.823  -0.441  3.033  -0.603
C  2.777  0.723  2.845  -0.559
Se  2.094  2.281  1.831  0.315
C  3.077  1.911  0.194  -0.788
H  1.756  0.655  5.913  0.201
H  0.152  1.418  6.043  0.233
H  1.340  2.084  4.909  0.205
H  1.482  -0.841  2.078  0.250
H  2.339  -1.227  3.588  0.208
H  3.661  0.395  2.294  0.217
H  3.113  1.100  3.809  0.214
H  4.143  1.998  0.387  0.211
H  2.773  2.644  -0.551  0.235
H  2.819  0.913  -0.144  0.233
O  0.553  0.127  -0.128  -0.762
C  0.256  0.967  -1.036  0.737
O  -0.299  2.055  -0.816  -0.694
C  0.610  0.628  -2.455  -0.136
C  -0.158  1.176  -3.471  -0.099
C  0.122  0.835  -4.794  -0.007
C  1.183  0.005  -5.108  -0.156
C  1.965  -0.495  -4.084  -0.021
C  1.667  -0.216  -2.748  -0.069
N  3.115  -1.300  -4.405  0.529
O  3.873  -1.600  -3.505  -0.377
O  3.280  -1.646  -5.556  -0.385
N  -0.697  1.364  -5.858  0.529
O  -0.483  0.986  -6.993  -0.389
O  -1.561  2.166  -5.573  -0.368
H  -0.971  1.848  -3.242  0.276
H  1.403  -0.243  -6.135  0.271
H  2.261  -0.663  -1.966  0.254
O  -1.847  -1.072  2.060  -0.689
B  -1.869  0.025  1.159  0.892
O  -2.670  -0.325  0.072  -0.699
C  -3.121  -1.596  0.290  0.294
C  -3.926  -2.389  -0.498  -0.281
C  -4.204  -3.674  -0.032  -0.237
C  -3.708  -4.122  1.186  -0.235
C  -2.912  -3.307  1.989  -0.248
C  -2.621  -2.050  1.508  0.225
H  -4.320  -2.020  -1.436  0.217
H  -4.813  -4.336  -0.635  0.203
H  -3.937  -5.125  1.525  0.203
H  -2.531  -3.634  2.947  0.219
Cl  -2.529  2.139  3.863  -0.155
C  -1.671  2.711  2.398  -0.666
H  -1.058  3.555  2.721  0.174
H  -2.431  3.063  1.705  0.188



(2)
Molecular formula: C18H19BN9OPd
Method: DFT, ωB97M-V/def2-TZVPD

The value obtained for the energy above the lowest of the compared OMol25 structures with the same formula, charge and spin is 8.8 kcal per mole. The charge is +2. Its calculated total energy is -1417.5239 hartree. As for the spin multiplicity: 4.

Last column: natural (NBO) charge in e.
Positions of all 49 atoms, in Å:
Pd  -0.605  0.501  -1.014  1.223
C  1.783  2.842  -0.105  -0.100
C  0.929  3.042  -1.245  -0.029
N  -0.007  2.260  -1.567  -0.170
N  0.708  0.878  0.766  -0.473
C  1.567  1.824  0.884  0.072
B  -0.125  0.067  1.804  0.895
N  -1.463  0.864  1.705  -0.334
C  -2.330  1.360  2.601  0.036
C  -3.329  2.035  1.922  -0.302
C  -2.994  1.922  0.576  0.006
N  -1.865  1.225  0.463  -0.308
N  -0.369  -1.315  1.123  -0.324
C  -0.333  -2.588  1.533  0.041
C  -0.754  -3.404  0.493  -0.302
C  -1.038  -2.541  -0.557  0.005
N  -0.811  -1.289  -0.153  -0.293
N  0.408  -0.054  3.184  -0.420
C  -0.156  -0.669  4.269  -0.053
C  0.715  -0.545  5.307  -0.313
C  1.801  0.181  4.770  -0.012
N  1.626  0.475  3.493  -0.306
H  2.558  3.578  0.062  0.258
H  1.085  3.933  -1.863  0.277
H  2.111  1.862  1.828  0.285
H  -2.182  1.210  3.659  0.256
H  -4.180  2.543  2.346  0.267
H  -3.500  2.318  -0.292  0.238
H  -0.011  -2.840  2.532  0.259
H  -0.852  -4.477  0.503  0.268
H  -1.394  -2.750  -1.555  0.244
H  -1.128  -1.143  4.223  0.229
H  0.593  -0.914  6.313  0.257
H  2.704  0.497  5.271  0.230
O  -1.911  -0.039  -2.971  -0.736
C  -1.052  -0.044  -4.112  -0.107
C  0.304  -0.527  -3.681  0.204
C  1.166  -1.110  -4.593  -0.215
C  2.412  -1.539  -4.174  -0.094
C  2.770  -1.395  -2.839  -0.225
C  1.871  -0.811  -1.979  0.060
N  0.669  -0.377  -2.402  -0.454
H  -2.755  0.362  -3.211  0.518
H  -0.964  0.956  -4.541  0.214
H  -1.440  -0.713  -4.876  0.224
H  0.850  -1.231  -5.621  0.255
H  3.095  -1.998  -4.878  0.258
H  3.727  -1.737  -2.469  0.261
H  2.093  -0.685  -0.930  0.227



(3)
Molecular formula: C18H19F3N2O3RhS
Method: DFT, ωB97M-V/def2-TZVPD

The value obtained for the energy above the lowest of the compared OMol25 structures with the same formula, charge and spin is 0.0 kcal per mole. The charge is +1. Its calculated total energy is -1840.5822 hartree.

Last column: natural (NBO) charge in e.
Positions of all 47 atoms, in Å:
Rh  -0.648  -0.224  -0.045  1.079
C  2.623  2.911  -3.043  -0.186
C  1.452  3.031  -2.306  -0.195
C  0.527  2.001  -2.299  -0.231
C  0.784  0.858  -3.052  0.125
C  1.927  0.751  -3.834  -0.207
C  2.860  1.772  -3.804  -0.202
N  -0.150  -0.206  -3.113  -0.070
N  -0.722  -0.502  -2.064  -0.151
C  -1.751  -1.480  -1.977  0.081
C  -2.397  -2.238  -2.933  -0.207
C  -3.399  -3.068  -2.448  -0.199
C  -3.719  -3.102  -1.092  -0.157
C  -3.057  -2.316  -0.148  -0.246
C  -2.041  -1.514  -0.621  -0.070
H  3.341  3.721  -3.049  0.229
H  1.251  3.937  -1.749  0.227
H  -0.406  2.095  -1.757  0.225
H  2.075  -0.131  -4.443  0.236
H  3.763  1.694  -4.394  0.231
H  -2.145  -2.180  -3.982  0.248
H  -3.951  -3.697  -3.132  0.235
H  -4.514  -3.758  -0.762  0.233
H  -3.330  -2.359  0.898  0.235
F  -4.005  2.121  1.916  -0.285
C  -2.863  1.783  2.494  0.910
F  -3.108  1.110  3.611  -0.288
F  -2.179  2.890  2.794  -0.296
C  -2.012  0.923  1.546  0.679
O  -2.134  1.060  0.290  -0.519
O  -1.166  0.107  1.979  -0.617
C  4.840  0.836  2.041  -0.632
C  3.852  0.676  0.894  -0.587
S  2.142  0.748  1.446  1.253
O  1.381  0.368  0.159  -1.025
C  2.050  -0.675  2.547  -0.607
C  2.469  -1.998  1.937  -0.629
H  5.837  0.998  1.636  0.248
H  4.877  -0.057  2.663  0.218
H  4.595  1.692  2.670  0.227
H  3.973  -0.260  0.350  0.241
H  3.912  1.492  0.173  0.251
H  1.010  -0.681  2.877  0.261
H  2.655  -0.392  3.411  0.250
H  1.896  -2.227  1.039  0.219
H  2.287  -2.794  2.658  0.245
H  3.527  -2.020  1.680  0.219



(4)
Molecular formula: C18H19F4N5O4
Method: DFT, ωB97M-V/def2-TZVPD

The value obtained for the energy above the lowest of the compared OMol25 structures with the same formula, charge and spin is 17.8 kcal per mole. The charge is 0. Its calculated total energy is -1671.4660 hartree.

Last column: natural (NBO) charge in e.
Positions of all 50 atoms, in Å:
C  1.216  -3.962  -2.035  -0.616
C  1.483  -2.503  -1.975  -0.064
N  1.942  -2.060  -0.650  -0.568
C  2.052  -0.788  -0.290  0.541
N  2.139  0.022  -1.294  -0.476
C  2.202  1.329  -0.976  0.091
C  2.112  1.709  0.336  0.251
F  1.925  3.024  0.544  -0.307
C  1.874  0.797  1.236  0.356
N  1.474  1.154  2.540  -0.488
C  2.369  0.973  3.602  0.889
O  3.546  0.629  3.450  -0.602
O  1.737  1.105  4.788  -0.466
C  0.382  1.382  4.476  -0.087
C  0.082  1.183  3.033  -0.082
C  -0.745  -0.112  2.765  0.094
C  -2.265  0.034  3.119  -0.640
O  -0.712  -0.515  1.346  -0.761
N  2.058  -0.487  0.974  -0.490
C  0.180  -1.799  -2.210  -0.090
C  -0.869  -1.946  -1.361  -0.167
C  -1.980  -1.074  -1.509  -0.265
C  -2.047  -0.263  -2.608  0.474
O  -2.979  0.685  -2.561  -0.485
C  -2.557  2.057  -3.008  -0.164
C  -1.622  2.950  -2.213  0.954
F  -0.527  2.154  -1.952  -0.345
F  -1.300  4.030  -2.961  -0.307
F  -1.972  3.382  -0.943  -0.326
N  -1.200  -0.338  -3.597  -0.470
C  -0.093  -0.997  -3.349  0.077
H  1.563  -4.437  -2.994  0.225
H  0.149  -4.086  -2.105  0.222
H  1.544  -4.557  -1.279  0.215
H  2.193  -2.290  -2.710  0.217
H  1.683  -2.721  0.074  0.394
H  1.995  2.095  -1.762  0.230
H  -0.308  0.831  5.101  0.203
H  0.342  2.496  4.797  0.197
H  -0.457  2.041  2.608  0.217
H  -0.230  -0.849  3.335  0.170
H  -2.482  0.730  3.859  0.207
H  -2.841  -0.897  3.332  0.229
H  -2.781  0.455  2.185  0.231
H  0.234  -0.581  1.043  0.482
H  -0.714  -2.471  -0.361  0.226
H  -2.739  -1.074  -0.726  0.235
H  -3.521  2.634  -3.008  0.217
H  -2.197  1.957  -3.992  0.235
H  0.661  -1.033  -4.112  0.183



(5)
Molecular formula: C18H19N3O4Rh
Method: DFT, ωB97M-V/def2-TZVPD

The value obtained for the energy above the lowest of the compared OMol25 structures with the same formula, charge and spin is 3.4 kcal per mole. The charge is +1. Its calculated total energy is -1272.7709 hartree. As for the spin multiplicity: 5.

Last column: natural (NBO) charge in e.
Positions of all 45 atoms, in Å:
Rh  0.628  1.489  0.914  1.331
C  3.551  0.241  4.025  -0.245
O  3.464  -1.181  3.781  -0.420
C  2.431  -1.781  3.239  0.340
C  2.392  -3.164  3.363  -0.263
C  1.333  -3.866  2.841  -0.125
C  0.278  -3.210  2.166  -0.159
C  0.278  -1.858  1.967  -0.167
C  -0.864  -1.283  1.256  0.080
N  -0.924  -0.086  0.826  -0.316
N  -2.049  0.295  0.161  -0.425
C  -2.039  1.599  -0.029  0.581
O  -1.114  2.402  0.420  -0.734
C  -3.155  2.189  -0.795  -0.084
C  -3.104  3.537  -1.141  -0.186
C  -4.123  4.097  -1.898  -0.212
C  -5.193  3.312  -2.305  -0.174
C  -5.252  1.971  -1.951  -0.214
C  -4.236  1.406  -1.199  -0.182
C  1.397  -1.079  2.480  0.458
O  1.530  0.161  2.303  -0.667
H  4.354  0.346  4.744  0.212
H  2.621  0.617  4.443  0.200
H  3.793  0.773  3.112  0.201
H  3.193  -3.654  3.899  0.252
H  1.299  -4.942  2.963  0.239
H  -0.560  -3.789  1.794  0.233
H  -1.720  -1.933  1.078  0.206
H  -2.268  4.138  -0.809  0.232
H  -4.085  5.145  -2.168  0.223
H  -5.987  3.748  -2.900  0.223
H  -6.095  1.365  -2.259  0.223
H  -4.270  0.365  -0.909  0.234
C  1.493  -1.742  -3.434  -0.414
N  1.961  -0.580  -2.662  -0.369
C  3.133  0.195  -3.086  -0.420
C  1.334  -0.226  -1.559  0.543
O  1.695  0.745  -0.862  -0.723
H  1.944  -1.710  -4.420  0.229
H  0.413  -1.712  -3.555  0.223
H  1.777  -2.679  -2.955  0.213
H  3.574  -0.282  -3.955  0.220
H  3.869  0.239  -2.286  0.224
H  2.844  1.213  -3.340  0.227
H  0.460  -0.831  -1.299  0.154



Which value of calculated total energy does entry 4 give?
-1671.4660 hartree



Number 1 is which compound?
C18H19BClN2O8PdSe2